ORCA calculation (wB97M-V/def2-TZVPD) on a 3-piece molecular cluster, C30H58BF3N3O4 overall at a distorted geometry.

```
99
Properties=species:S:1:pos:R:3:lowdin_charge:R:1
C -2.4238 1.0528 0.6744 -0.097
C -2.5052 -0.2023 -0.2272 -0.131
B -3.8250 -0.2253 -1.0957 -0.410
O -4.5957 0.9165 -1.1870 0.153
C -4.2745 -1.5081 -1.9597 -0.181
C -5.7937 -1.6263 -2.0157 -0.596
F -6.1959 -2.6301 -2.8281 0.134
F -6.4207 -0.5357 -2.4654 0.156
F -6.3147 -1.8984 -0.8018 0.148
C -3.7888 -2.8648 -1.3841 -0.049
C -2.6252 -3.5963 -2.0702 -0.461
C -2.7987 -5.0930 -1.7534 -0.030
C -1.2488 -3.1730 -1.5360 -0.029
N -2.6922 -3.4551 -3.5420 -0.129
O -1.8811 -4.2128 -4.1760 -0.009
C -2.8133 -2.1063 -4.1515 -0.442
C -3.3427 -2.3312 -5.5884 -0.023
C -1.4337 -1.4287 -4.2748 -0.026
C -3.7977 -1.1673 -3.4088 -0.020
H -1.6636 0.8751 1.4423 0.053
H -2.1455 1.9505 0.1169 0.077
H -3.3724 1.1971 1.2038 0.080
H -1.6466 -0.1453 -0.9103 0.087
H -2.4128 -1.0799 0.4167 0.104
H -4.0620 1.6979 -1.3722 0.116
H -3.5129 -2.7689 -0.3291 0.125
H -4.6356 -3.5581 -1.4013 0.120
H -3.6426 -5.4876 -2.3304 0.095
H -1.9066 -5.6632 -2.0191 0.085
H -3.0433 -5.2152 -0.6945 0.092
H -0.4595 -3.6420 -2.1338 0.095
H -1.0896 -2.0956 -1.5205 0.051
H -1.1577 -3.5400 -0.5090 0.095
H -3.9794 -3.2178 -5.6230 0.093
H -3.8832 -1.4512 -5.9435 0.086
H -2.5096 -2.5141 -6.2741 0.082
H -1.0867 -1.0007 -3.3301 0.066
H -0.7009 -2.1242 -4.6873 0.089
H -1.5463 -0.5956 -4.9803 0.094
H -3.3250 -0.1757 -3.4076 0.126
H -4.6923 -1.0535 -4.0226 0.118
C 3.4732 0.3826 -3.0373 -0.027
C 2.6329 0.8268 -1.8305 -0.489
C 3.5057 1.5164 -0.7832 -0.128
C 4.4535 0.5592 -0.0657 -0.162
C 3.6864 -0.6101 0.5487 -0.123
C 2.7372 -1.3281 -0.4174 -0.479
N 1.9225 -0.3264 -1.1879 -0.075
O 0.8959 0.0719 -0.5134 -0.045
C 3.5144 -2.2571 -1.3613 -0.024
C 1.7848 -2.2142 0.3782 -0.031
C 1.5890 1.8005 -2.3669 -0.037
H 3.7445 1.2626 -3.6204 0.088
H 4.4034 -0.1090 -2.7699 0.058
H 2.9018 -0.2865 -3.6821 0.094
H 2.8502 1.9858 -0.0431 0.102
H 4.0742 2.3195 -1.2579 0.129
H 5.2267 0.1978 -0.7489 0.105
H 4.9770 1.0949 0.7282 0.115
H 4.3831 -1.3475 0.9537 0.127
H 3.1016 -0.2336 1.3952 0.108
H 2.8565 -2.6536 -2.1360 0.093
H 3.9073 -3.0981 -0.7901 0.088
H 4.3646 -1.7833 -1.8426 0.060
H 1.2585 -1.6595 1.1517 0.074
H 2.3648 -3.0031 0.8586 0.093
H 1.0457 -2.6777 -0.2742 0.064
H 0.9282 1.3075 -3.0823 0.087
H 2.1009 2.6169 -2.8767 0.089
H 0.9803 2.2243 -1.5714 0.074
C 0.0520 4.3633 3.6276 -0.029
C 1.4811 3.8373 3.4143 -0.490
C 1.4759 2.6840 2.4132 -0.133
C 0.8336 1.4141 2.9688 -0.171
C 1.4883 0.9988 4.2869 -0.124
C 1.5849 2.1182 5.3296 -0.489
N 2.1009 3.3746 4.6947 -0.095
O 3.3893 3.4000 4.6410 -0.023
C 0.2228 2.3499 6.0007 -0.030
C 2.5520 1.7076 6.4345 -0.046
C 2.2895 5.0088 2.8692 -0.041
H -0.2528 4.9239 2.7438 0.087
H -0.6899 3.5835 3.7681 0.057
H 0.0127 5.0367 4.4846 0.095
H 2.5077 2.4569 2.1236 0.112
H 0.9577 2.9969 1.5026 0.124
H -0.2412 1.5583 3.1065 0.092
H 0.9370 0.6082 2.2382 0.089
H 0.9431 0.1613 4.7289 0.126
H 2.4986 0.6330 4.0732 0.120
H 0.2536 3.2385 6.6325 0.094
H -0.0130 1.4941 6.6335 0.086
H -0.6003 2.4552 5.3006 0.059
H 3.5232 1.4204 6.0404 0.079
H 2.1304 0.8525 6.9645 0.087
H 2.6990 2.5187 7.1480 0.093
H 2.3320 5.8236 3.5929 0.093
H 1.8049 5.3753 1.9637 0.086
H 3.3076 4.7205 2.6193 0.078
```

Results
Frontier orbital gap (spin up / spin down): 0.316 / 0.347 Eh
Spin multiplicity: 4
Expectation value of S²: 3.7623
Largest force on an atom: 1.5 eV/Å
LUMO level (spin up / spin down): 0.29 / 0.05 eV